Here is a molecular structure, C41H50N2O5PRbS3Si in a non-equilibrium geometry from the OMol25 dataset. Energies are from ωB97M-V/def2-TZVPD.

XYZ file:
```
104
Properties=species:S:1:pos:R:3:forces:R:3:mulliken_charge:R:1
Rb -0.7831 0.3557 0.9955 0.61 0.01 -0.13 1.020
C -1.0665 1.1772 4.9393 1.11 0.57 0.08 -1.018
O -0.1065 1.0151 3.8451 -0.75 0.28 1.28 -0.076
C 1.1240 0.4930 4.1899 -0.85 -0.81 0.54 0.131
C 1.2584 -0.5185 5.1345 0.18 0.62 0.63 -0.339
C 2.5188 -0.9859 5.4865 -0.15 -0.72 -0.67 -0.607
C 3.6084 -0.7210 4.6511 0.64 -0.06 1.46 -0.714
C 3.4093 0.1315 3.5978 0.75 0.71 0.23 -0.108
C 2.2247 0.8582 3.4343 0.58 -1.58 -0.94 0.192
N 1.9602 1.6584 2.3621 -0.12 1.90 -2.00 0.353
N 2.9829 2.1522 1.7523 0.70 -0.71 2.28 -0.557
C 2.8543 3.1638 0.9133 -1.25 0.90 -2.34 -0.075
C 1.6388 3.3453 0.0445 0.95 -2.84 -0.17 0.557
O 1.0263 2.2920 -0.3664 0.46 2.93 1.08 -0.469
C 1.4578 4.6783 -0.5239 1.13 -0.11 0.19 -0.588
C 2.4748 5.5904 -0.4857 -0.81 0.43 0.97 -0.654
C 3.6573 5.4061 0.3381 1.27 0.09 -1.18 0.274
C 4.6493 6.4167 0.5290 -0.13 -0.88 -0.42 -0.667
C 5.9307 6.1052 0.9247 -0.90 -2.04 0.30 -0.598
C 6.2555 4.7209 1.1263 0.65 0.29 0.08 -0.325
C 5.3045 3.7344 1.0428 0.52 -0.94 0.21 -0.478
C 3.9823 4.0863 0.7317 -1.84 -0.81 0.83 0.424
H -1.6630 2.0785 4.7428 0.13 -0.32 -0.41 0.268
H -0.5199 1.4273 5.9019 -0.58 -0.78 -0.97 0.349
H -1.7457 0.3116 5.0085 0.46 0.21 0.19 0.307
H 0.3902 -0.9244 5.6342 -0.09 0.13 0.09 0.369
H 2.5755 -1.7245 6.2697 0.17 -0.09 0.21 0.380
H 4.6386 -1.0849 4.9273 -1.26 0.15 -0.59 0.261
H 4.2318 0.3314 2.9343 0.02 0.17 -0.30 0.416
H 0.5369 4.8277 -1.0288 -0.53 0.26 -0.75 0.240
H 2.4202 6.5379 -1.0499 -0.24 -0.42 0.46 0.316
H 4.4254 7.4464 0.3291 -0.31 0.40 -0.22 0.364
H 6.6352 6.8641 1.1156 0.83 0.75 0.08 0.436
H 7.2831 4.3983 1.3669 -0.46 0.45 -0.16 0.302
H 5.5544 2.6293 1.1622 -0.38 1.74 0.07 0.258
C 0.8366 -0.9517 -2.1724 0.47 0.03 -0.41 -1.135
C -0.1504 -0.1783 -3.0752 -0.73 -1.25 -0.33 1.823
C 0.5134 0.9526 -3.7999 0.34 2.08 1.06 -1.416
C -0.8085 -1.0457 -4.1529 1.39 -0.05 -1.86 -1.675
O -1.2042 0.2389 -2.2303 0.63 0.26 0.51 0.604
Si -2.5389 1.1563 -2.3831 -1.43 0.31 2.04 -0.073
S -3.2269 1.5967 -0.4209 -0.25 -0.04 -1.23 -0.820
O -2.1087 2.4884 -3.2504 0.49 0.35 0.04 -0.352
C -2.7096 3.7607 -3.5473 0.40 -1.32 -0.80 1.837
C -4.0810 3.4258 -4.0624 -0.55 -0.61 -1.14 -1.753
C -2.7485 4.6622 -2.3071 -0.47 -0.94 -0.37 -1.114
C -1.8714 4.3166 -4.7208 -0.64 0.97 -0.26 -1.726
O -3.6768 0.3240 -3.2818 -0.29 -0.46 -0.30 -0.249
C -4.6828 -0.7099 -2.9812 1.53 1.83 -0.71 1.958
C -5.0563 -1.3940 -4.2925 0.89 -0.03 -0.13 -1.802
C -4.1374 -1.7577 -2.0205 -1.07 -0.69 -0.67 -1.622
C -5.9370 0.0517 -2.4316 -0.43 -1.65 -0.23 -1.571
H 1.8253 -1.1533 -2.6987 -1.18 0.28 0.58 0.298
H 0.3886 -1.9213 -1.8898 0.25 0.43 0.15 0.213
H 1.0304 -0.3144 -1.2750 0.02 -0.60 -0.70 0.029
H 1.3073 0.7133 -4.4884 0.18 -0.65 -0.25 0.509
H 0.9462 1.6808 -3.0860 -0.10 -0.45 0.00 0.051
H -0.2372 1.5422 -4.2998 -0.29 0.07 -0.50 0.228
H 0.0420 -1.2777 -4.8555 -0.83 -0.47 0.46 0.400
H -1.5398 -0.5362 -4.7986 0.26 0.56 0.48 0.302
H -1.3503 -1.9270 -3.8603 0.25 -0.58 0.68 0.210
H -4.7796 3.1867 -3.2864 -0.28 -0.16 0.75 0.320
H -4.0864 2.5226 -4.7436 0.30 1.12 0.58 0.211
H -4.4587 4.2880 -4.5820 -0.48 0.44 -0.47 0.547
H -3.4688 4.1999 -1.6265 0.24 0.11 0.17 0.265
H -3.0612 5.6821 -2.5003 0.04 0.23 -0.33 0.419
H -1.7780 4.6278 -1.8493 0.47 0.17 0.34 -0.050
H -1.8015 3.6245 -5.5797 -0.21 0.08 0.56 0.348
H -0.8640 4.5554 -4.4061 0.30 -0.01 0.19 0.354
H -2.3360 5.2706 -5.1012 0.37 -0.77 0.36 0.375
H -4.4080 -2.2866 -4.5275 -0.48 1.08 0.12 0.290
H -5.1025 -0.6739 -5.1288 0.05 -0.40 0.35 0.277
H -6.0307 -1.7366 -4.0364 -1.07 -0.72 -0.53 0.544
H -3.2372 -2.3483 -2.2709 -0.04 1.06 -0.22 0.187
H -4.9101 -2.5435 -2.0368 -0.07 0.17 0.66 0.518
H -4.0679 -1.2538 -1.0886 0.33 -0.11 1.21 0.306
H -6.4276 0.6967 -3.1856 0.42 -0.44 0.08 0.282
H -5.7193 0.6571 -1.5742 0.50 0.28 0.45 0.291
H -6.6687 -0.7372 -2.1012 0.37 0.71 -0.31 0.437
S -1.0695 -4.3236 0.0376 1.04 0.71 0.68 -0.634
P 0.3320 -3.9844 1.5062 -0.63 1.02 -0.39 0.654
S 1.1641 -2.2280 2.1774 -0.75 -0.68 -0.99 -0.274
C 1.7782 -5.0131 1.1247 0.22 0.00 -0.60 0.327
C 2.9201 -4.9093 1.8876 0.21 0.36 1.92 -0.224
C 4.0548 -5.5996 1.5930 0.64 -1.64 -3.09 -0.763
C 4.1511 -6.3870 0.3618 -0.27 0.95 1.48 -0.495
C 2.9955 -6.4728 -0.3972 -0.12 0.00 0.32 -0.535
C 1.8669 -5.7730 -0.0247 -1.33 0.56 0.53 -0.219
C -0.4259 -4.6056 3.0532 1.06 0.70 -1.33 0.445
C -1.7837 -4.7988 3.0707 -0.94 -0.95 0.57 -0.370
C -2.3213 -5.2438 4.2684 0.38 0.13 0.08 -0.648
C -1.5101 -5.3785 5.3966 -1.39 -1.09 1.34 -0.241
C -0.1708 -5.1189 5.3986 1.71 0.13 -1.15 -0.886
C 0.3873 -4.7028 4.1578 0.32 0.17 2.15 0.017
H 2.9257 -4.2946 2.8020 -0.04 -0.21 -0.67 0.093
H 4.9118 -5.5330 2.2090 0.75 0.16 0.57 0.440
H 5.1020 -6.8369 0.0342 -0.59 0.07 0.41 0.336
H 2.7698 -7.0990 -1.2359 0.98 -0.35 -0.66 0.358
H 0.9637 -5.7608 -0.6218 0.05 -0.36 -0.25 0.264
H -2.4104 -4.6989 2.1714 0.61 -0.01 0.45 0.281
H -3.3455 -5.5580 4.2932 -0.49 0.11 0.25 0.391
H -1.9408 -5.7872 6.3331 0.04 0.32 -0.65 0.286
H 0.4896 -5.3349 6.2739 -0.78 0.48 -0.75 0.327
H 1.4229 -4.3054 4.1601 -0.80 -0.62 -0.31 0.055
```
Positions in Å, forces in eV/Å.

- HOMO energy: -1.815 eV
- Multiplicity: 1
- Frontier orbital gap: 5.5 eV
- Charge: -2